Here is 3 unconnected molecules or ions with the total composition C3H13NO3S2 at a distorted geometry from the OMol25 dataset. Energies are from the ωB97M-V functional and the def2-TZVPD basis.

Bonds (Å) are listed after each position.
Positions of all 22 atoms, in Å:
1 N 0.128 -0.459 0.322  C2 1.480, H8 1.017, H9 1.009
2 C -0.004 0.170 -1.010  N1 1.480, C3 1.519, C5 1.528, H10 1.088
3 C -0.187 1.670 -0.857  C2 1.519, O4 1.450, H11 1.093, H12 1.083
4 O -1.413 1.905 -0.120  C3 1.450, H13 0.945
5 C 1.253 -0.067 -1.845  C2 1.528, S6 1.830, H14 1.091, H15 1.054
6 S 1.926 -1.762 -1.695  C5 1.830, S7 2.004
7 S 0.424 -2.926 -2.331  S6 2.004, H16 1.343
8 H -0.588 0.031 0.853  N1 1.017
9 H 1.029 -0.339 0.761  N1 1.009
10 H -0.886 -0.327 -1.408  C2 1.088
11 H 0.600 2.110 -0.240  C3 1.093
12 H -0.262 2.154 -1.823  C3 1.083
13 H -1.259 2.603 0.498  O4 0.945
14 H 2.076 0.583 -1.545  C5 1.091
15 H 1.054 0.038 -2.874  C5 1.054
16 H -0.324 -2.981 -1.217  S7 1.343
17 O 0.563 2.289 2.691  H18 0.959, H19 0.963
18 H -0.213 2.818 2.500  O17 0.959
19 H 0.506 2.063 3.626  O17 0.963
20 O -1.602 -3.315 2.269  H21 0.961, H22 0.966
21 H -2.120 -3.096 1.490  O20 0.961
22 H -0.701 -3.163 1.953  O20 0.966

Calculated values
Calculated total energy: -1198.930889 hartree
Gap between HOMO and LUMO: 9.1 eV
Charge: 0
SMILES: N[C@@H](CO)CSS.O.O